[1]
{
  "formula": "C5H6O2",
  "method": "wB97M-V/def2-TZVPD",
  "symbols": ["O", "O", "C", "C", "C", "C", "C", "H", "H", "H", "H", "H", "H"],
  "xyz": [[0.731, 2.720, 1.435], [1.179, 0.479, 0.925], [0.708, -1.201, -1.160], [-1.091, 0.027, 0.167], [0.115, -0.806, 0.192], [0.412, 1.606, 1.062], [-0.959, 1.264, 0.624], [-1.732, 2.011, 0.652], [0.483, -0.452, -1.929], [-0.104, -1.752, 0.764], [-1.958, -0.479, -0.236], [1.773, -1.214, -0.934], [0.442, -2.207, -1.565]],
  "relative_energy_kcal_mol": 38.39,
  "orbital_gap_ha": 0.393,
  "energy_ev": -9375.4307,
  "homo_energy_ha": -0.373,
  "e_lumo_ev": 0.53,
  "charge": 0
}

=====

[2]
{
  "formula": "C5H6O2",
  "method": "wB97M-V/def2-TZVPD",
  "symbols": ["O", "O", "C", "C", "C", "C", "C", "H", "H", "H", "H", "H", "H"],
  "xyz": [[0.593, 1.267, 1.002], [-1.459, -0.290, 0.427], [0.481, 0.234, -0.890], [-0.964, 0.505, -0.673], [0.793, -0.135, 0.579], [-0.467, -0.752, 1.167], [0.073, 1.548, -0.288], [1.762, -0.541, 0.878], [-1.692, 0.660, -1.463], [0.981, -0.069, -1.804], [0.098, -2.728, 0.510], [0.083, 2.580, -0.632], [-0.281, -2.279, 1.185]],
  "relative_energy_kcal_mol": 151.90,
  "orbital_gap_ha": 0.338,
  "energy_ev": -9370.5085,
  "homo_energy_ha": -0.318,
  "e_lumo_ev": 0.54,
  "charge": 0
}

=====

[3]
{
  "formula": "C5H6O2",
  "method": "wB97M-V/def2-TZVPD",
  "symbols": ["O", "O", "C", "C", "C", "C", "C", "H", "H", "H", "H", "H", "H"],
  "xyz": [[-1.189, -1.115, 2.578], [-0.171, 0.661, 1.175], [0.026, 0.153, -0.167], [-0.418, -1.210, 0.219], [-0.508, 0.962, -1.308], [-0.734, -0.854, 1.519], [1.434, 0.062, 0.230], [-1.595, 1.022, -1.214], [-0.433, -2.159, -0.287], [-0.268, 0.472, -2.257], [1.950, 0.899, 0.692], [1.996, -0.865, 0.136], [-0.090, 1.972, -1.316]],
  "relative_energy_kcal_mol": 112.85,
  "orbital_gap_ha": [0.255, 0.256],
  "energy_ev": -9372.2018,
  "homo_energy_ha": [-0.303, -0.303],
  "e_lumo_ev": [-1.30, -1.29],
  "charge": 0
}

=====

[4]
{
  "formula": "C5H6O2",
  "method": "wB97M-V/def2-TZVPD",
  "symbols": ["O", "O", "C", "C", "C", "C", "C", "H", "H", "H", "H", "H", "H"],
  "xyz": [[-1.245, -1.879, -1.807], [-0.738, -0.049, 1.265], [0.003, 0.850, -0.495], [1.366, 0.468, 0.372], [0.182, 1.004, 0.995], [-0.794, -1.557, -0.734], [-1.046, -0.200, -0.137], [0.756, 0.845, -1.261], [-2.093, 0.092, -0.305], [2.148, 1.200, 0.140], [1.677, -0.558, 0.482], [0.154, 1.871, 1.638], [-0.114, -2.211, -0.154]],
  "relative_energy_kcal_mol": 98.30,
  "orbital_gap_ha": 0.369,
  "energy_ev": -9372.8331,
  "homo_energy_ha": -0.339,
  "e_lumo_ev": 0.83,
  "charge": 0
}

=====

[5]
{
  "formula": "C5H6O2",
  "method": "wB97M-V/def2-TZVPD",
  "symbols": ["O", "O", "C", "C", "C", "C", "C", "H", "H", "H", "H", "H", "H"],
  "xyz": [[-3.575, -0.346, -0.963], [-3.605, -0.335, 1.324], [-0.202, -0.253, -0.572], [-3.573, -0.295, 0.173], [0.321, 0.685, -1.587], [0.233, -0.493, 0.628], [0.621, -0.893, 1.753], [1.158, 1.249, -1.149], [0.447, -0.418, 2.668], [-0.411, 1.511, -1.794], [1.166, -1.760, 1.745], [-1.045, -0.874, -0.975], [0.667, 0.339, -2.527]],
  "relative_energy_kcal_mol": 30.80,
  "orbital_gap_ha": 0.366,
  "energy_ev": -9375.7600,
  "homo_energy_ha": -0.344,
  "e_lumo_ev": 0.62,
  "charge": 0
}

=====

[6]
{
  "formula": "C5H6O2",
  "method": "wB97M-V/def2-TZVPD",
  "symbols": ["O", "O", "C", "C", "C", "C", "C", "H", "H", "H", "H", "H", "H"],
  "xyz": [[1.420, 0.746, -1.576], [-0.893, -0.034, 0.601], [-0.068, -0.853, -0.272], [-0.490, 1.151, 0.018], [-1.027, 2.354, 0.169], [0.533, 0.449, -0.828], [0.785, -1.847, 0.473], [-1.871, 2.479, 0.838], [1.391, -2.423, -0.232], [-0.707, -1.342, -1.017], [1.444, -1.347, 1.188], [0.134, -2.539, 1.018], [-0.650, 3.208, -0.380]],
  "relative_energy_kcal_mol": 36.78,
  "orbital_gap_ha": 0.353,
  "energy_ev": -9375.5006,
  "homo_energy_ha": -0.348,
  "e_lumo_ev": 0.14,
  "charge": 0
}

=====

[7]
{
  "formula": "C5H6O2",
  "method": "wB97M-V/def2-TZVPD",
  "symbols": ["O", "O", "C", "C", "C", "C", "C", "H", "H", "H", "H", "H", "H"],
  "xyz": [[-1.704, -0.503, 0.852], [1.070, 1.393, 0.428], [-1.064, -0.756, -0.385], [0.259, 1.418, -0.707], [1.507, 0.246, 0.876], [-0.628, 0.510, -1.095], [1.953, -0.773, 1.333], [2.378, -1.676, 1.709], [-1.021, -0.275, 1.495], [-1.807, -1.261, -1.006], [-1.148, 0.768, -2.013], [0.426, 2.352, -1.231], [-0.220, -1.444, -0.256]],
  "relative_energy_kcal_mol": 85.86,
  "orbital_gap_ha": 0.379,
  "energy_ev": -9373.3723,
  "homo_energy_ha": -0.348,
  "e_lumo_ev": 0.83,
  "charge": 0
}

=====

[8]
{
  "formula": "C5H6O2",
  "method": "wB97M-V/def2-TZVPD",
  "symbols": ["O", "O", "C", "C", "C", "C", "C", "H", "H", "H", "H", "H", "H"],
  "xyz": [[-2.137, 1.376, 0.969], [-0.719, -1.081, -0.644], [1.539, -0.761, -0.031], [1.307, 0.011, -1.160], [0.457, 0.593, 0.270], [-0.155, 0.137, -1.101], [0.166, -0.937, 0.452], [2.471, -0.903, 0.500], [2.021, 0.608, -1.712], [-2.203, 0.585, 1.515], [-0.742, 0.753, -1.774], [-0.083, -1.440, 1.381], [-1.188, 1.590, 1.005]],
  "relative_energy_kcal_mol": 122.08,
  "orbital_gap_ha": 0.358,
  "energy_ev": -9371.8018,
  "homo_energy_ha": -0.326,
  "e_lumo_ev": 0.86,
  "charge": 0
}

=====

Copy entry 5 word for word.
{
  "formula": "C5H6O2",
  "method": "wB97M-V/def2-TZVPD",
  "symbols": ["O", "O", "C", "C", "C", "C", "C", "H", "H", "H", "H", "H", "H"],
  "xyz": [[-3.575, -0.346, -0.963], [-3.605, -0.335, 1.324], [-0.202, -0.253, -0.572], [-3.573, -0.295, 0.173], [0.321, 0.685, -1.587], [0.233, -0.493, 0.628], [0.621, -0.893, 1.753], [1.158, 1.249, -1.149], [0.447, -0.418, 2.668], [-0.411, 1.511, -1.794], [1.166, -1.760, 1.745], [-1.045, -0.874, -0.975], [0.667, 0.339, -2.527]],
  "relative_energy_kcal_mol": 30.80,
  "orbital_gap_ha": 0.366,
  "energy_ev": -9375.7600,
  "homo_energy_ha": -0.344,
  "e_lumo_ev": 0.62,
  "charge": 0
}